[1]
Formula: C6H22CrN8O6
Source: the Open Molecules 2025 dataset
Level of theory: the ωB97M-V functional and the def2-TZVPD basis

Spin multiplicity   5
Orbital gap (alpha / beta)   0.1873 / 0.2231 hartree
Maximum force   1.63 eV/A
Net charge   0
LUMO level (alpha / beta)   0.11 / 0.11 eV

Geometry (Å):
1 Cr 0.24 0.55 -0.64
2 C 2.03 2.84 0.95
3 O 1.50 2.22 -0.14
4 H 3.03 2.46 1.25
5 H 2.15 3.93 0.81
6 H 1.40 2.77 1.88
7 C -1.58 0.72 -3.19
8 O -0.90 1.35 -2.17
9 H -1.76 -0.35 -2.98
10 H -2.57 1.17 -3.38
11 H -1.07 0.74 -4.18
12 C 1.85 -0.64 -3.06
13 O 1.71 -0.21 -1.92
14 N 2.09 -1.95 -3.34
15 N 1.77 0.22 -4.10
16 H 2.35 -2.08 -4.30
17 H 2.27 -2.62 -2.62
18 H 1.59 -0.07 -5.05
19 H 1.33 1.10 -3.84
20 C -1.36 1.50 2.23
21 O -0.95 1.17 1.13
22 N -1.74 0.61 3.23
23 N -1.41 2.81 2.60
24 H -2.55 0.87 3.76
25 H -1.61 -0.37 3.08
26 H -1.22 3.42 1.82
27 H -1.63 3.14 3.51
28 C -1.97 -1.97 -0.23
29 O -0.92 -1.39 -0.46
30 N -3.16 -1.31 -0.28
31 N -2.07 -3.33 -0.01
32 H -4.00 -1.69 0.11
33 H -3.16 -0.37 -0.66
34 H -2.90 -3.60 0.49
35 H -1.24 -3.89 0.13
36 C 1.69 -0.79 2.01
37 O 1.40 -0.41 0.89
38 N 1.89 0.09 3.02
39 N 1.84 -2.13 2.27
40 H 1.83 1.07 2.79
41 H 2.18 -0.28 3.91
42 H 1.49 -2.74 1.57
43 H 2.13 -2.53 3.14

Löwdin population analysis, charges in e, atoms 1 to 5:
1 Cr 0.765
2 C -0.388
3 O -0.385
4 H 0.057
5 H 0.057

[2]
Formula: C6H22N4Si2
Source: the Open Molecules 2025 dataset
Level of theory: the ωB97M-V functional and the def2-TZVPD basis

Orbital gap   0.3155 hartree
SMILES   CN=[Si](NC)NC.C[Si](C)(C)N
Maximum force   4.59 eV/A
Net charge   0
LUMO level   0.55 eV

Geometry (Å):
1 C -3.05 0.82 1.70
2 C -1.92 2.52 -1.83
3 C -2.70 -2.34 -1.49
4 C 1.54 -1.30 1.05
5 C 2.25 1.81 1.05
6 C 4.22 -0.69 -0.22
7 N -2.34 -0.22 0.98
8 N -1.95 1.12 -1.80
9 N -1.57 -1.54 -1.17
10 N 1.55 0.04 -1.33
11 Si 2.44 0.09 0.15
12 Si -1.74 -0.01 -0.60
13 H -2.48 0.96 2.61
14 H -3.21 1.74 1.18
15 H -3.95 0.38 2.00
16 H -2.53 2.65 -2.69
17 H -2.38 2.95 -1.00
18 H -0.97 2.86 -2.05
19 H -2.54 -3.40 -1.78
20 H -3.29 -2.22 -0.59
21 H -3.26 -1.82 -2.23
22 H 2.00 -2.19 0.85
23 H 1.61 -1.11 2.10
24 H 0.52 -1.23 0.73
25 H 1.50 2.42 0.57
26 H 1.79 1.57 2.03
27 H 3.08 2.48 1.22
28 H 4.83 -0.06 -0.85
29 H 4.78 -1.00 0.64
30 H 4.05 -1.64 -0.77
31 H -2.44 -1.07 1.49
32 H 1.57 0.81 -1.97
33 H -0.87 -1.61 -1.94
34 H 0.72 -0.49 -1.56

Löwdin population analysis, charges in e, atoms 1 to 5:
1 C -0.148
2 C -0.275
3 C -0.175
4 C -0.165
5 C -0.165

[3]
Formula: C6H23B2CsN
Source: the Open Molecules 2025 dataset
Level of theory: the ωB97M-V functional and the def2-TZVPD basis

Orbital gap   0.2570 hartree
Maximum force   1.00 eV/A
Net charge   -1
LUMO level   1.83 eV

Geometry (Å):
1 Cs 1.75 -0.99 -0.86
2 B 2.76 1.14 1.31
3 H 1.62 1.21 1.71
4 H 2.77 1.29 0.13
5 H 3.44 1.97 1.88
6 H 3.12 0.03 1.58
7 B 2.40 -3.65 1.26
8 H 1.33 -3.63 1.85
9 H 2.95 -2.59 1.34
10 H 3.13 -4.49 1.75
11 H 2.24 -3.87 0.09
12 C -2.18 -1.19 -1.96
13 C -2.37 -0.21 -0.79
14 N -1.18 0.60 -0.57
15 C -1.08 1.11 0.81
16 C -0.97 -0.02 1.80
17 C -1.16 1.74 -1.48
18 C 0.23 2.35 -1.60
19 H -3.14 -1.62 -2.24
20 H -1.51 -1.99 -1.66
21 H -1.76 -0.70 -2.84
22 H -3.23 0.45 -0.99
23 H -2.60 -0.82 0.08
24 H -1.96 1.74 1.04
25 H -0.20 1.75 0.90
26 H -0.16 -0.68 1.49
27 H -1.89 -0.59 1.89
28 H -0.76 0.30 2.82
29 H -1.40 1.38 -2.48
30 H -1.94 2.48 -1.20
31 H 0.67 2.81 -0.72
32 H 0.87 1.54 -1.94
33 H 0.22 3.13 -2.37

Löwdin population analysis, charges in e, atoms 1 to 5:
1 Cs 0.956
2 B -0.542
3 H -0.068
4 H -0.150
5 H -0.063

[4]
Formula: C6H23NO4S
Source: the Open Molecules 2025 dataset
Level of theory: the ωB97M-V functional and the def2-TZVPD basis

Orbital gap   0.3469 hartree
SMILES   CC(C)CNCCS.O.O.O.O
Maximum force   1.28 eV/A
Net charge   0
LUMO level   0.44 eV

Geometry (Å):
1 C 1.83 -0.25 -1.30
2 C 2.27 -1.64 -0.89
3 S 3.60 -1.67 0.34
4 N 0.79 0.20 -0.38
5 C -0.22 1.08 -0.97
6 C -1.59 0.89 -0.31
7 C -2.72 1.32 -1.25
8 C -1.70 1.60 1.06
9 H 2.71 0.38 -1.23
10 H 1.55 -0.17 -2.36
11 H 2.58 -2.27 -1.71
12 H 1.46 -2.27 -0.51
13 H 2.86 -1.24 1.37
14 H 0.23 -0.62 -0.11
15 H -0.34 0.94 -2.04
16 H 0.03 2.14 -0.83
17 H -1.74 -0.15 -0.03
18 H -2.50 2.08 -2.00
19 H -3.64 1.62 -0.74
20 H -2.98 0.45 -1.87
21 H -2.48 1.06 1.61
22 H -0.77 1.49 1.62
23 H -2.03 2.64 1.01
24 H 0.66 -0.01 3.15
25 H -0.59 0.15 3.94
26 O 0.01 -0.55 3.65
27 H 1.94 1.33 1.01
28 H 2.61 1.69 2.30
29 O 1.73 1.45 1.96
30 H -1.50 -0.60 -2.88
31 H -1.23 -2.01 -3.50
32 O -1.75 -1.19 -3.59
33 H 0.06 -3.33 2.05
34 H 0.14 -1.91 1.54
35 O 0.70 -2.62 1.86

Löwdin population analysis, charges in e, atoms 1 to 5:
1 C -0.294
2 C -0.557
3 S 0.722
4 N -0.071
5 C -0.210